The following is a quantum chemistry calculation of C48H38N7O2RuS as an isolated structure, from OMol25.

Values from the calculation:
* ⟨S²⟩: 0.7625
* ΔE to the lowest compared entry with this formula, charge and spin: 0.0000 eV

Structure (ORCA input):
```
! RIJCOSX wB97M-V def2-TZVPD def2/J DEFGRID3
* xyz 0 2
Ru 0.393 -0.079 0.429
C 2.255 3.868 0.823
C 3.193 2.805 0.324
C 4.550 2.925 0.601
C 5.470 2.023 0.094
C 5.034 1.005 -0.736
C 3.684 0.846 -1.029
C 3.268 -0.247 -1.976
C 2.754 1.724 -0.458
N 1.361 1.470 -0.612
C 0.592 2.405 -1.193
O 0.959 3.394 -1.828
C -0.879 2.156 -0.966
C -1.905 2.924 -1.486
C -3.211 2.575 -1.172
C -3.468 1.476 -0.358
C -2.394 0.754 0.128
N -1.148 1.116 -0.180
C -2.505 -0.493 0.981
O -3.612 -0.924 1.289
N -1.299 -0.985 1.311
C -1.214 -2.253 1.959
C -1.540 -3.425 1.257
C -2.242 -3.390 -0.070
C -1.271 -4.657 1.842
C -0.726 -4.745 3.112
C -0.494 -3.585 3.829
C -0.746 -2.334 3.275
C -0.581 -1.112 4.138
H 2.641 4.325 1.735
H 1.260 3.478 1.025
H 2.137 4.643 0.063
H 4.885 3.749 1.221
H 6.523 2.130 0.323
H 5.750 0.321 -1.177
H 4.011 -0.356 -2.767
H 2.303 -0.035 -2.433
H 3.195 -1.209 -1.465
H -1.655 3.761 -2.123
H -4.035 3.156 -1.568
H -4.467 1.159 -0.093
H -1.944 -2.535 -0.673
H -3.318 -3.299 0.088
H -2.047 -4.303 -0.634
H -1.505 -5.559 1.288
H -0.517 -5.712 3.551
H -0.128 -3.642 4.848
H -0.970 -1.316 5.137
H -1.125 -0.265 3.726
H 0.467 -0.828 4.251
C -0.469 -2.337 -3.232
C -0.404 -1.284 -2.302
N 0.263 -1.384 -1.175
C 0.950 -2.537 -0.894
C 0.874 -3.658 -1.733
C 0.142 -3.521 -2.935
C 1.523 -4.854 -1.339
C 2.217 -4.881 -0.164
C 2.355 -3.735 0.648
C 1.762 -2.545 0.289
N 1.797 -1.330 0.946
C 2.627 -0.928 1.973
C 3.830 -1.470 2.370
C 4.551 -0.908 3.443
C 4.086 0.172 4.138
C 2.866 0.773 3.750
C 2.290 1.879 4.417
C 1.105 2.396 3.983
C 0.497 1.841 2.843
N 1.010 0.825 2.194
C 2.169 0.250 2.650
H -1.019 -2.193 -4.151
H -0.901 -0.342 -2.488
H 0.081 -4.363 -3.614
H 1.449 -5.730 -1.969
H 2.689 -5.800 0.159
H 2.902 -3.814 1.575
H 4.250 -2.312 1.843
H 5.495 -1.358 3.721
H 4.638 0.581 4.975
H 2.799 2.300 5.276
H 0.636 3.233 4.479
H -0.428 2.246 2.450
S 1.301 1.786 -6.107
C 0.891 1.840 -4.422
N -0.254 1.353 -4.093
C -0.914 0.872 -5.214
C -2.182 0.287 -5.210
C -2.716 -0.155 -6.402
C -2.006 -0.018 -7.602
C -0.756 0.566 -7.626
C -0.215 1.011 -6.420
H 1.562 2.301 -3.708
H -2.730 0.199 -4.279
H -3.699 -0.607 -6.415
H -2.446 -0.370 -8.526
H -0.212 0.677 -8.554
*
```

Mulliken atomic charge list, values in e, 8 entries: number 1, Ru, carries -1.81; number 2, C, carries -1.67; number 3, C, carries 1.25; number 4, C, carries -0.80; number 5, C, carries -1.04; number 6, C, carries -0.72; number 7, C, carries 1.27; number 8, C, carries -1.21

The following is a quantum chemistry calculation of a 2-piece molecular cluster, C2H3NO2S2 overall, from OMol25.

Values from the calculation:
* ΔE to the lowest compared entry with this formula, charge and spin: 5.0029 eV

Structure (ORCA input):
```
! RIJCOSX wB97M-V def2-TZVPD def2/J DEFGRID3
* xyz 0 1
C 1.008 -1.372 -0.120
C 1.674 1.414 -0.220
N -1.436 1.157 0.404
O 0.159 -1.332 0.732
O -1.732 -0.551 -1.305
S 2.321 -0.032 -0.166
S -1.979 -0.276 0.064
H 1.048 -2.050 -0.876
H 0.628 1.609 0.050
H -1.691 1.432 1.437
*
```

Mulliken atomic charge list, values in e, 8 entries: number 1, C, carries 0.05; number 2, C, carries -0.30; number 3, N, carries -0.49; number 4, O, carries -0.45; number 5, O, carries -0.44; number 6, S, carries 0.00; number 7, S, carries 0.58; number 8, H, carries 0.45

The following is a quantum chemistry calculation of an isolated ion of composition C9H9O4P and charge -2, from OMol25.

Values from the calculation:
* ΔE to the lowest compared entry with this formula, charge and spin: 0.2354 eV

Structure (ORCA input):
```
! RIJCOSX wB97M-V def2-TZVPD def2/J DEFGRID3
* xyz -2 1
C 2.988 1.148 -0.171
C 2.106 2.158 0.175
C 2.526 -0.153 -0.319
C 0.762 1.872 0.385
C 1.181 -0.424 -0.114
C 0.279 0.581 0.240
C 0.612 -1.816 -0.208
C -0.899 -1.725 -0.429
C -1.590 -0.765 0.528
O -3.293 1.220 0.963
O -2.395 1.133 -1.465
O -4.051 -0.634 -0.648
O -1.705 -0.983 1.756
P -2.875 0.265 -0.349
H 4.045 1.374 -0.320
H 2.490 3.173 0.286
H 3.232 -0.944 -0.587
H 0.088 2.679 0.657
H 1.089 -2.401 -1.012
H 0.802 -2.348 0.734
H -1.106 -1.340 -1.430
H -1.352 -2.721 -0.327
H -2.935 0.649 1.653
*
```

Mulliken atomic charge list, values in e, 8 entries: number 1, C, carries -0.34; number 2, C, carries -0.35; number 3, C, carries -0.54; number 4, C, carries -0.70; number 5, C, carries 0.75; number 6, C, carries -0.37; number 7, C, carries -0.66; number 8, C, carries -1.05

The following is a quantum chemistry calculation of an isolated molecule of C5H8F3NO2, from OMol25.

Values from the calculation:
* SMILES string: C[C@](F)(CF)[C@@](N)(F)C(=O)O
* ΔE to the lowest compared entry with this formula, charge and spin: 0.6913 eV

Structure (ORCA input):
```
! RIJCOSX wB97M-V def2-TZVPD def2/J DEFGRID3
* xyz 0 1
C -1.210 1.296 0.215
C 0.138 -0.704 -1.878
C -0.706 -1.360 0.481
C 0.253 1.065 -0.095
C 0.380 -0.528 -0.390
N 1.093 1.538 0.938
O -2.113 1.374 -0.583
O -1.470 1.400 1.547
F -0.346 -2.651 0.547
F 0.466 1.766 -1.321
F 1.622 -0.913 0.006
H 1.135 -0.462 -2.438
H -0.651 0.114 -2.249
H -0.333 -1.587 -2.058
H -1.689 -1.321 -0.114
H -0.535 -1.042 1.510
H 0.882 2.487 1.148
H 2.210 1.489 0.728
H -0.629 1.553 2.020
*
```

Mulliken atomic charge list, values in e, 8 entries: number 1, C, carries 0.06; number 2, C, carries -1.37; number 3, C, carries -0.59; number 4, C, carries 1.01; number 5, C, carries 1.04; number 6, N, carries -0.81; number 7, O, carries -0.53; number 8, O, carries -0.50

How do the records compare in max |F|? In the order shown, they have 0.1 4.5 1.4 4.8 eV/A.
How do the records compare in DFT total energy? In the order shown, they have -78341.4416 -29372.9749 -26958.4258 -19051.3076 eV.